(1)
Here is C6H12AlN2O2PdS as an isolated structure in a non-equilibrium geometry from the Open Molecules 2025 dataset. Energies are from ωB97M-V/def2-TZVPD.

Values from the calculation:
Energy = -34386.120 eV
Lowest unoccupied orbital energy = -0.330 Ha
HOMO = -11.99 eV
Net charge = +1
Orbital gap = 3.02 eV

XYZ file:
```
25
C6H12AlN2O2PdS ωB97M-V/def2-TZVPD
C -1.109 0.316 2.535
C -1.197 1.476 1.342
O -0.798 2.716 1.735
O -1.707 1.197 -0.009
C -0.689 1.448 -1.047
Al 0.924 0.128 -0.916
C 1.748 -0.059 -2.812
C 0.241 -1.711 -0.315
N -1.084 -2.122 -0.975
N 2.185 0.960 0.278
C 2.736 -0.061 1.062
S 3.228 -0.856 2.523
H -1.381 -0.698 2.011
H -1.887 0.526 3.384
H -0.044 0.243 3.014
H -0.213 2.521 -1.009
H -1.179 1.282 -2.102
H 1.439 -1.056 -3.350
H 2.928 -0.083 -2.631
H 1.520 0.914 -3.437
H 1.049 -2.505 -0.676
H 0.073 -1.826 0.842
H -1.411 -1.370 -1.647
H -1.842 -2.172 -0.236
Pd -3.529 0.792 2.433
```

***

(2)
Here is one molecule with the formula C5H7NO from the Open Molecules 2025 dataset. Energies are from ωB97M-V/def2-TZVPD.

Values from the calculation:
Energy = -8832.485 eV
SMILES = CCN=C=C1CO1
Lowest unoccupied orbital energy = 0.035 Ha
HOMO = -8.37 eV
Relative energy (zero: lowest compared OMol25 entry of this formula, charge and spin) = 85.7 kcal/mol
Orbital gap = 9.32 eV

XYZ file:
```
14
C5H7NO ωB97M-V/def2-TZVPD
C -1.781 0.567 -0.615
C -1.709 -0.653 0.293
C 1.647 0.087 -0.245
C 2.750 0.042 0.668
O 2.595 -0.897 -0.425
C 0.544 0.542 -0.744
N -0.504 1.040 -1.164
H -2.210 1.424 -0.081
H -2.714 -0.929 0.627
H -2.437 0.379 -1.471
H -1.093 -0.458 1.176
H -1.272 -1.508 -0.234
H 3.572 0.747 0.554
H 2.611 -0.383 1.661
```

***

(3)
Here is one molecule with the formula C2HClO2S in a non-equilibrium geometry from the Open Molecules 2025 dataset. Energies are from ωB97M-V/def2-TZVPD.

Values from the calculation:
Energy = -29537.165 eV
SMILES = C#S(=O)C(=O)Cl
Lowest unoccupied orbital energy (alpha / beta) = -0.069 / -0.069 Ha
HOMO (alpha / beta) = -9.52 / -9.52 eV
Relative energy (zero: lowest compared OMol25 entry of this formula, charge and spin) = 105.2 kcal/mol
Orbital gap (alpha / beta) = 7.65 / 7.65 eV

XYZ file:
```
7
C2HClO2S ωB97M-V/def2-TZVPD
C -0.452 0.712 -0.093
C 3.236 0.280 0.097
O 4.048 1.073 0.379
O 1.538 2.433 -0.257
S 1.127 1.023 -0.113
Cl 3.381 -1.393 -0.135
H -0.702 -0.259 -0.209
```

***

(4)
Here is a 2-piece molecular cluster, C3H4N2O2 overall in a non-equilibrium geometry from the Open Molecules 2025 dataset. Energies are from ωB97M-V/def2-TZVPD.

Values from the calculation:
Energy = -10247.812 eV
Lowest unoccupied orbital energy = 0.006 Ha
HOMO = -8.60 eV
Relative energy (zero: lowest compared OMol25 entry of this formula, charge and spin) = 102.7 kcal/mol
Orbital gap = 8.77 eV

XYZ file:
```
11
C3H4N2O2 ωB97M-V/def2-TZVPD
C 1.053 0.146 -0.518
C 0.415 -0.219 0.644
C -1.019 2.372 0.530
N -0.608 2.156 1.657
N -0.542 -1.033 0.979
O -1.708 2.499 -0.383
O 1.534 1.100 -0.984
H 1.529 -0.860 -0.795
H 0.174 2.473 2.166
H -0.521 -1.310 1.931
H -1.302 -1.455 0.352
```

***

(5)
Here is C48H36Cl2MnN4O2S5Sb2 as an isolated structure from the Open Molecules 2025 dataset. Energies are from ωB97M-V/def2-TZVPD.

Values from the calculation:
⟨S²⟩ = 8.8604
Energy = -184033.242 eV
Multiplicity = 6
Lowest unoccupied orbital energy (alpha / beta) = 0.135 / 0.135 Ha
HOMO (alpha / beta) = -1.22 / -2.40 eV
Net charge = -2
Relative energy (zero: lowest compared OMol25 entry of this formula, charge and spin) = 0.0 kcal/mol
Orbital gap (alpha / beta) = 4.89 / 6.08 eV

XYZ file:
```
100
C48H36Cl2MnN4O2S5Sb2 ωB97M-V/def2-TZVPD
Mn 0.440 -0.598 0.964
O 6.636 1.025 -2.429
N 6.763 0.687 -1.217
O 7.901 0.627 -0.681
C 5.650 0.367 -0.449
C 5.873 -0.016 0.874
C 4.815 -0.374 1.727
C 4.988 -0.724 3.087
C 3.899 -1.034 3.859
C 2.619 -1.000 3.289
N 2.438 -0.681 2.022
C 3.490 -0.384 1.250
C 3.235 0.002 -0.126
N 1.948 -0.015 -0.520
C 1.627 0.400 -1.731
C 2.581 0.871 -2.618
C 3.910 0.874 -2.247
C 4.288 0.417 -0.973
H 6.889 -0.024 1.234
H 5.989 -0.735 3.505
H 4.012 -1.299 4.902
H 1.726 -1.235 3.856
H 0.576 0.360 -1.992
H 2.277 1.230 -3.593
H 4.679 1.223 -2.915
C -2.917 2.406 -0.573
C -4.174 1.529 -0.631
C -3.970 0.096 -0.134
Sb -2.233 -0.951 -0.876
C -2.941 -1.104 -2.928
C -2.007 -1.106 -3.963
C -2.404 -1.181 -5.294
C -3.754 -1.245 -5.610
C -4.699 -1.244 -4.592
C -4.292 -1.179 -3.265
C -2.982 -2.889 -0.344
C -2.523 -4.009 -1.033
C -2.935 -5.285 -0.671
C -3.820 -5.458 0.384
C -4.290 -4.347 1.071
C -3.871 -3.073 0.711
Sb -1.778 2.376 -2.411
C -0.749 4.199 -1.986
C 0.044 4.206 -0.841
C 0.788 5.329 -0.506
C 0.748 6.455 -1.316
C -0.028 6.452 -2.468
C -0.769 5.327 -2.804
C -3.421 3.168 -3.554
C -4.075 4.357 -3.235
C -5.201 4.761 -3.940
C -5.696 3.973 -4.972
C -5.062 2.783 -5.294
C -3.930 2.386 -4.590
H -2.246 2.087 0.228
H -3.163 3.457 -0.408
H -4.586 1.515 -1.646
H -4.950 1.992 -0.009
H -4.847 -0.523 -0.336
H -3.814 0.104 0.946
H -0.949 -1.040 -3.729
H -1.660 -1.183 -6.081
H -4.070 -1.297 -6.646
H -5.755 -1.293 -4.832
H -5.043 -1.186 -2.482
H -1.809 -3.891 -1.841
H -2.541 -6.148 -1.194
H -4.111 -6.455 0.691
H -4.961 -4.475 1.913
H -4.217 -2.223 1.288
H 0.100 3.324 -0.209
H 1.403 5.308 0.385
H 1.330 7.332 -1.056
H -0.051 7.325 -3.111
H -1.367 5.333 -3.709
H -3.705 4.974 -2.423
H -5.697 5.688 -3.678
H -6.579 4.286 -5.518
H -5.449 2.155 -6.088
H -3.452 1.444 -4.843
S -1.234 -7.445 2.933
C -0.889 -5.892 2.443
S -1.465 -4.487 3.239
C -0.708 -3.285 2.223
C 0.046 -3.770 1.217
S 0.868 -2.787 0.037
S 0.131 -5.510 1.116
S -1.011 -1.587 2.522
Cl 2.483 2.727 1.382
C 1.030 3.027 2.299
C 1.015 4.151 3.101
C -0.111 4.470 3.847
C -1.210 3.625 3.770
C -1.176 2.503 2.967
Cl -2.592 1.483 2.965
C -0.067 2.114 2.145
N -0.077 1.082 1.316
H 1.899 4.775 3.137
H -0.129 5.350 4.476
H -2.106 3.826 4.343
```

***

(6)
Here is C33H36BaN5O3S2 as an isolated structure from the Open Molecules 2025 dataset. Energies are from ωB97M-V/def2-TZVPD.

Values from the calculation:
Energy = -70761.535 eV
Lowest unoccupied orbital energy = -0.097 Ha
HOMO = -10.42 eV
Net charge = +1
Relative energy (zero: lowest compared OMol25 entry of this formula, charge and spin) = 0.0 kcal/mol
Orbital gap = 7.77 eV

XYZ file:
```
80
C33H36BaN5O3S2 ωB97M-V/def2-TZVPD
Ba 0.144 0.357 -0.334
C -0.304 -2.054 -2.971
C -1.312 -1.030 -3.406
C -1.876 -1.053 -4.678
C -2.796 -0.081 -5.022
C -3.156 0.869 -4.080
C -2.570 0.821 -2.823
N -1.642 -0.094 -2.511
C -2.963 1.786 -1.754
C -4.220 2.375 -1.761
C -4.539 3.277 -0.761
C -3.605 3.555 0.218
C -2.377 2.901 0.181
N -2.068 2.042 -0.794
C -1.343 3.156 1.228
C -1.704 3.602 2.488
C -0.703 3.861 3.414
C 0.612 3.676 3.047
C 0.903 3.206 1.766
C 2.324 2.958 1.353
N -0.063 2.941 0.882
H -0.306 -2.918 -3.633
H -0.510 -2.400 -1.956
H 0.705 -1.630 -2.992
H -1.590 -1.828 -5.376
H -3.237 -0.066 -6.010
H -3.872 1.641 -4.323
H -4.944 2.122 -2.521
H -5.507 3.758 -0.747
H -3.821 4.276 0.991
H -2.743 3.722 2.757
H -0.955 4.202 4.410
H 1.421 3.876 3.735
H 2.960 3.787 1.663
H 2.408 2.831 0.275
H 2.701 2.051 1.830
C -2.312 -5.765 5.959
C -1.896 -4.845 4.846
C -1.486 -5.344 3.615
C -1.108 -4.493 2.586
C -1.142 -3.125 2.796
C -1.544 -2.601 4.018
C -1.919 -3.461 5.032
S -0.634 -2.020 1.522
O -1.757 -1.140 1.195
O -0.170 -2.825 0.396
N 0.483 -1.041 2.037
C 1.823 -1.407 1.925
C 2.402 -2.490 2.594
C 3.751 -2.720 2.427
C 4.499 -1.876 1.610
C 3.845 -0.836 0.980
N 2.536 -0.605 1.124
H -2.138 -6.807 5.699
H -3.373 -5.645 6.182
H -1.760 -5.545 6.874
H -1.460 -6.415 3.456
H -0.785 -4.880 1.629
H -1.554 -1.529 4.170
H -2.232 -3.057 5.987
H 1.795 -3.118 3.232
H 4.228 -3.549 2.934
H 5.560 -2.022 1.465
H 4.375 -0.155 0.323
C 4.702 1.300 -4.236
C 3.528 0.357 -4.025
S 2.265 0.983 -2.906
O 2.887 1.478 -1.639
C 1.713 2.423 -3.833
C 0.616 3.122 -3.043
H 5.506 0.767 -4.743
H 5.080 1.658 -3.279
H 4.434 2.157 -4.851
H 3.854 -0.577 -3.563
H 3.005 0.102 -4.949
H 1.355 2.061 -4.799
H 2.571 3.076 -3.991
H -0.266 2.484 -2.941
H 0.308 4.033 -3.554
H 0.964 3.396 -2.046
```